This record from OMol25 describes C28H38Cl2KN4O9S2Sb as an isolated structure at a distorted geometry. The level of theory is the ωB97M-V functional and the def2-TZVPD basis.

The HOMO energy is -0.0920 hartree. The total charge is -2. The calculation puts the largest force on an atom at 1.15 eV/Å. The LUMO energy is 0.1505 hartree. The spin multiplicity is 1.

The geometry in XYZ format:
```
85
Properties=species:S:1:pos:R:3:lowdin_charge:R:1
K -0.453 -0.467 0.233 0.73
C 2.337 3.246 2.430 -0.04
N 1.915 3.464 1.059 -0.14
C 0.599 4.069 0.887 -0.05
C 2.502 2.727 0.069 -0.42
O 3.555 2.133 0.214 0.05
C 1.724 2.692 -1.243 -0.14
O 2.302 1.737 -2.091 -0.13
C 1.330 1.088 -2.879 -0.14
C 1.386 -0.408 -2.645 -0.43
O 0.379 -1.014 -2.302 -0.07
N 2.558 -1.047 -2.864 -0.12
C 3.737 -0.380 -3.387 -0.04
C 2.610 -2.492 -2.676 -0.03
H 2.426 4.202 2.951 0.08
H 3.296 2.739 2.427 0.08
H 1.610 2.620 2.957 0.08
H 0.483 4.845 1.645 0.09
H -0.216 3.344 1.007 0.04
H 0.513 4.544 -0.088 0.08
H 1.733 3.692 -1.703 0.14
H 0.685 2.420 -1.028 0.06
H 1.500 1.303 -3.942 0.13
H 0.316 1.386 -2.609 0.05
H 3.943 0.541 -2.845 0.09
H 3.636 -0.153 -4.455 0.09
H 4.582 -1.055 -3.267 0.08
H 1.844 -2.804 -1.977 0.07
H 3.579 -2.769 -2.264 0.08
H 2.460 -3.020 -3.625 0.09
Cl 1.666 -4.646 6.355 0.56
C 1.114 -4.067 4.783 -0.68
C -0.058 -3.300 4.709 -0.15
C -0.496 -2.848 3.501 -0.55
Cl -1.961 -1.914 3.431 0.76
C 0.197 -3.086 2.242 -0.42
O -0.233 -2.634 1.160 -0.19
C 1.380 -3.903 2.388 -0.12
C 2.224 -4.312 1.276 -0.25
O 2.109 -4.089 0.088 0.02
C 1.808 -4.358 3.647 -0.11
H -0.614 -3.067 5.608 0.10
H 3.087 -4.933 1.618 0.10
H 2.711 -4.957 3.703 0.10
O -3.191 2.367 -2.361 -0.68
S -2.502 2.274 -1.037 0.66
N -1.185 1.627 -0.930 -0.51
O 0.949 0.209 3.863 0.04
C -0.107 0.741 3.556 -0.59
N -0.585 0.930 2.294 -0.17
S -2.025 1.630 2.289 0.55
O -1.999 3.014 1.868 -0.37
O -3.030 0.782 1.679 -0.36
C -2.220 1.734 4.056 -0.21
C -3.219 2.307 4.820 -0.04
C -3.007 2.400 6.191 -0.10
C -1.817 1.948 6.761 -0.09
C -0.821 1.385 5.971 -0.01
C -1.046 1.287 4.611 -0.15
H -4.131 2.674 4.364 0.11
H -3.772 2.837 6.822 0.09
H -1.668 2.044 7.831 0.09
H 0.113 1.026 6.386 0.12
C -4.595 -0.611 -5.882 -0.21
C -4.053 0.441 -4.915 -0.45
Sb -2.202 0.021 -3.821 1.44
C -1.624 -1.793 -4.954 -0.45
C -2.318 -3.135 -4.715 -0.20
C -3.099 -1.048 -2.146 -0.42
C -4.491 -1.627 -2.391 -0.19
H -5.440 -0.229 -6.468 0.05
H -4.946 -1.497 -5.350 0.04
H -3.834 -0.944 -6.592 0.05
H -4.796 0.698 -4.158 0.03
H -3.832 1.368 -5.450 0.03
H -0.565 -1.891 -4.696 0.01
H -1.661 -1.522 -6.015 0.02
H -2.357 -3.376 -3.651 0.05
H -1.794 -3.963 -5.207 0.05
H -3.344 -3.136 -5.088 0.04
H -3.148 -0.351 -1.305 0.01
H -2.387 -1.834 -1.878 0.04
H -5.218 -0.831 -2.565 0.06
H -4.833 -2.196 -1.520 0.07
H -4.518 -2.294 -3.252 0.03
```